Formula: C53H33Cl5F15GeMgN7O3S2
Source: the Open Molecules 2025 dataset
Level of theory: the ωB97M-V functional and the def2-TZVPD basis

Last column: Mulliken charge in e.
Cartesian coordinates (Å):
1 Mg 0.8330 -0.4443 -1.6658  2.400
2 N 4.4163 -2.4056 -2.7903  -0.461
3 C 3.6945 -1.2816 -2.5439  0.303
4 S 2.8396 -0.4932 -3.7735  -0.330
5 N 3.8338 -0.8629 -1.2446  -1.531
6 N 2.8286 -0.1100 -0.8522  1.055
7 C 2.9616 0.6332 0.2176  -0.319
8 C 4.2111 0.6861 1.0207  -0.295
9 C 4.7564 -0.4862 1.5505  -0.184
10 C 5.9130 -0.4515 2.3166  -0.888
11 C 6.5539 0.7595 2.5671  -0.509
12 C 6.0311 1.9285 2.0328  -0.812
13 C 4.8738 1.8867 1.2615  -0.061
14 C 1.7647 1.4296 0.5832  0.269
15 C 1.7525 2.3824 1.6076  -0.779
16 C 0.5949 3.0987 1.8494  -0.857
17 C -0.5447 2.8518 1.0997  -0.910
18 C -0.4668 1.8712 0.1271  -1.085
19 N 0.6472 1.1800 -0.1216  1.174
20 H 4.1423 -2.8695 -3.6410  0.310
21 H 4.5122 -3.0118 -1.9890  0.254
22 H 4.2767 -1.4326 1.3303  0.522
23 H 6.3231 -1.3759 2.7076  0.491
24 H 7.4591 0.7872 3.1629  0.384
25 H 6.5317 2.8754 2.2000  0.385
26 H 4.4898 2.7989 0.8190  0.564
27 H 2.6386 2.5523 2.2028  0.566
28 H 0.5824 3.8504 2.6310  0.379
29 H -1.4692 3.3909 1.2649  0.617
30 H -1.3256 1.6011 -0.4775  0.689
31 Cl -0.3965 -6.7274 -3.8735  -0.273
32 C -0.5781 -5.0570 -3.4127  0.261
33 C -1.7518 -4.3825 -3.6798  0.239
34 Cl -3.0855 -5.1911 -4.4575  -0.257
35 C -1.8613 -3.0204 -3.3247  0.558
36 Cl -3.3584 -2.1514 -3.5647  -0.199
37 C -0.8109 -2.3105 -2.7522  -1.724
38 O -0.8797 -1.0391 -2.4612  -0.016
39 C 0.4023 -3.0399 -2.3978  -0.057
40 O 1.3135 -2.4070 -1.7283  -0.727
41 C 0.4813 -4.3839 -2.7663  0.473
42 Cl 1.9434 -5.2421 -2.3325  -0.278
43 C -1.8068 0.4975 5.8881  -2.235
44 C -1.0995 -0.1170 4.6750  2.514
45 C -1.8067 0.4274 3.4216  -1.821
46 C 0.3435 0.4062 4.6224  -1.593
47 C -1.1927 -1.6863 4.7661  1.652
48 O -2.5400 -2.0976 4.5139  -0.716
49 C -0.9666 -2.2720 6.1762  -2.048
50 C 0.3499 -2.1088 6.9548  -1.260
51 C 1.5727 -2.7716 6.3571  0.217
52 C 2.7035 -2.0445 6.0020  -0.107
53 C 3.8026 -2.6535 5.4057  -0.847
54 C 3.7720 -4.0166 5.1766  0.470
55 Cl 5.1369 -4.8002 4.4241  -0.255
56 C 2.6701 -4.7739 5.5411  -0.869
57 C 1.5841 -4.1471 6.1305  0.058
58 C -0.2704 -2.4259 3.7948  -1.692
59 N -0.5063 -2.1076 2.4036  1.244
60 C 0.3579 -1.6328 1.5056  -0.891
61 N -0.2428 -1.4455 0.3531  0.254
62 C -1.5170 -1.8422 0.5968  -0.914
63 N -1.7288 -2.2582 1.8354  -1.146
64 H -1.8540 1.5829 5.7652  0.527
65 H -1.2835 0.2974 6.8274  0.297
66 H -2.8295 0.1209 5.9707  0.396
67 H -1.8499 1.5178 3.4977  0.612
68 H -2.8274 0.0561 3.3331  0.304
69 H -1.2703 0.2005 2.4987  -0.009
70 H 0.3223 1.4787 4.4074  0.430
71 H 0.9340 -0.0523 3.8251  0.143
72 H 0.8742 0.2763 5.5650  0.346
73 H -2.6627 -2.1435 3.5503  0.582
74 H -1.1867 -3.3394 6.0817  0.712
75 H -1.7680 -1.8685 6.7954  0.431
76 H 0.1728 -2.5628 7.9345  0.520
77 H 0.5613 -1.0570 7.1490  0.432
78 H 2.7287 -0.9743 6.1687  0.359
79 H 4.6632 -2.0700 5.1046  0.421
80 H 2.6644 -5.8401 5.3545  0.424
81 H 0.7166 -4.7415 6.4014  0.404
82 H -0.4313 -3.4947 3.9385  0.327
83 H 0.7770 -2.2116 3.9907  0.523
84 H 1.4041 -1.4453 1.7211  0.689
85 H -2.2855 -1.8260 -0.1653  0.655
86 F 1.0179 3.2018 -6.1770  -0.276
87 C -0.1494 3.6874 -6.5936  -0.098
88 C -1.3448 3.3894 -5.9558  0.123
89 C -2.4805 3.9304 -6.5309  0.265
90 F -3.6934 3.7167 -5.9844  -0.387
91 C -2.4624 4.7348 -7.6516  0.037
92 F -3.5923 5.2471 -8.1635  -0.320
93 C -1.2522 5.0201 -8.2461  0.716
94 F -1.2060 5.7979 -9.3366  -0.330
95 C -0.0926 4.4936 -7.7199  0.027
96 F 1.0768 4.7640 -8.3158  -0.321
97 Ge -1.4959 2.3231 -4.2494  1.297
98 S 0.2555 2.1299 -3.1241  -0.555
99 C -2.7379 3.4123 -3.0811  -0.321
100 C -3.3280 2.7633 -2.0124  0.258
101 F -3.2790 1.4243 -1.9202  -0.403
102 C -3.9683 3.4205 -0.9813  -0.307
103 F -4.5184 2.7474 0.0399  -0.392
104 C -4.0239 4.7991 -0.9969  0.855
105 F -4.6353 5.4616 -0.0038  -0.356
106 C -3.4467 5.4900 -2.0391  0.039
107 F -3.5020 6.8312 -2.0544  -0.336
108 C -2.8143 4.7899 -3.0530  0.694
109 F -2.2568 5.5522 -4.0125  -0.339
110 C -2.6078 0.8844 -5.0300  0.152
111 C -3.9582 0.6497 -4.8788  0.316
112 F -4.7228 1.3971 -4.0640  -0.384
113 C -4.6148 -0.3500 -5.5743  -0.268
114 F -5.9302 -0.5522 -5.4071  -0.368
115 C -3.9168 -1.1404 -6.4620  1.036
116 F -4.5485 -2.1040 -7.1398  -0.380
117 C -2.5663 -0.9320 -6.6512  0.090
118 F -1.8894 -1.6969 -7.5130  -0.360
119 C -1.9429 0.0652 -5.9310  0.190
120 F -0.6317 0.2316 -6.1473  -0.473

Results
Kohn-Sham gap: 0.188 hartree
E_HOMO: -1.921 eV
charge: -2
E_LUMO: 3.185 eV
spin multiplicity: 1
F_max: 0.7 eV Å⁻¹